# C44H77N11

11 unconnected molecules or ions with the total composition C44H77N11 in a non-equilibrium geometry (wB97M-V/def2-TZVPD, the Open Molecules 2025 dataset).

Positions of all 132 atoms, in Å:
C1 4.19 7.49 7.45
C2 4.46 6.28 6.53
C3 3.41 6.19 5.42
C4 3.57 5.03 4.57
N1 3.72 4.13 3.88
H1 3.11 7.65 7.51
H2 4.64 8.37 6.98
H3 4.62 7.50 8.45
H4 4.61 5.39 7.14
H5 5.41 6.61 6.08
H6 3.54 7.04 4.75
H7 2.42 6.19 5.87
C5 8.39 6.92 6.57
C6 8.36 5.39 6.54
C7 7.69 4.88 5.26
C8 8.00 5.42 3.96
N2 8.26 5.88 2.94
H8 9.32 7.29 6.12
H9 8.42 7.37 7.56
H10 7.59 7.37 5.99
H11 7.74 5.14 7.40
H12 9.38 5.02 6.67
H13 6.61 5.06 5.38
H14 7.71 3.79 5.16
C9 4.04 4.90 0.55
C10 3.98 3.59 -0.22
C11 3.29 3.67 -1.59
C12 3.28 2.39 -2.28
N3 3.29 1.35 -2.77
H15 4.26 4.81 1.62
H16 3.20 5.57 0.35
H17 4.93 5.41 0.16
H18 3.47 2.84 0.39
H19 4.98 3.16 -0.36
H20 3.74 4.38 -2.28
H21 2.27 4.03 -1.44
C13 -0.17 10.20 11.00
C14 0.58 8.87 11.09
C15 2.09 9.06 11.15
C16 2.71 9.59 9.90
N4 3.16 10.02 8.94
H22 0.03 10.81 11.88
H23 -1.25 10.07 11.05
H24 0.15 10.84 10.17
H25 0.40 8.27 10.20
H26 0.19 8.42 12.00
H27 2.59 8.12 11.38
H28 2.43 9.79 11.89
C17 2.06 1.51 2.39
C18 1.66 0.06 2.48
C19 2.69 -0.92 3.01
C20 3.95 -0.89 2.25
N5 4.91 -0.83 1.63
H29 2.77 1.67 1.58
H30 2.76 1.83 3.17
H31 1.24 2.22 2.36
H32 1.51 -0.32 1.47
H33 0.71 -0.06 3.01
H34 2.28 -1.93 3.07
H35 3.00 -0.69 4.04
C21 -2.29 10.44 5.95
C22 -1.62 10.80 7.28
C23 -0.13 11.13 7.12
C24 0.65 9.98 6.64
N6 1.21 9.08 6.21
H36 -2.28 11.30 5.27
H37 -3.29 10.00 6.00
H38 -1.71 9.65 5.48
H39 -1.62 9.85 7.84
H40 -2.16 11.46 7.96
H41 0.25 11.38 8.12
H42 -0.01 12.04 6.53
C25 4.72 6.69 12.95
C26 6.11 7.03 12.38
C27 6.11 8.10 11.28
C28 5.51 9.37 11.68
N7 5.01 10.38 11.91
H43 4.21 7.59 13.29
H44 4.78 6.01 13.79
H45 4.09 6.34 12.13
H46 6.69 6.16 12.08
H47 6.61 7.45 13.27
H48 5.59 7.65 10.43
H49 7.18 8.16 11.05
C29 7.77 1.87 7.98
C30 8.81 2.71 8.73
C31 8.28 3.45 9.97
C32 7.07 4.23 9.70
N8 6.15 4.85 9.42
H50 8.30 1.38 7.16
H51 6.98 2.47 7.54
H52 7.45 1.02 8.59
H53 9.35 3.43 8.11
H54 9.62 2.11 9.14
H55 9.07 4.07 10.40
H56 8.09 2.70 10.75
C33 -0.32 5.19 0.98
C34 0.75 5.96 1.76
C35 0.42 5.95 3.26
C36 -0.87 6.58 3.63
N9 -1.84 7.12 3.93
H57 -1.24 5.76 1.18
H58 -0.49 4.26 1.51
H59 -0.26 5.10 -0.10
H60 0.81 7.04 1.59
H61 1.74 5.52 1.63
H62 1.14 6.59 3.78
H63 0.48 5.00 3.80
C37 7.03 9.61 8.24
C38 6.09 10.52 9.03
C39 6.81 11.77 9.58
C40 8.05 11.44 10.28
N10 9.01 11.14 10.83
H64 6.52 8.75 7.83
H65 7.79 9.19 8.90
H66 7.47 10.22 7.45
H67 5.60 10.00 9.87
H68 5.25 10.91 8.45
H69 6.25 12.37 10.30
H70 7.10 12.47 8.79
C41 5.16 7.78 2.97
C42 6.20 8.81 3.45
C43 7.24 9.23 2.40
C44 6.74 9.61 1.07
N11 6.33 9.86 0.03
H71 5.69 6.83 2.88
H72 4.55 7.99 2.10
H73 4.45 7.77 3.80
H74 6.66 8.31 4.30
H75 5.72 9.74 3.77
H76 7.98 8.45 2.19
H77 7.85 10.10 2.67

For the energy above the lowest of the compared OMol25 structures with the same formula, charge and spin, the calculation gives 72.9 kcal per mole. The spin multiplicity is 1.

Mulliken atomic charge list, values in e, 99 entries: atom 1 (C): -0.156, atom 2 (C): 0.714, atom 3 (C): 0.640, atom 4 (C): -0.147, atom 5 (N): -0.516, atom 6 (H): 0.305, atom 7 (H): 0.200, atom 8 (H): -0.752, atom 9 (H): 0.604, atom 10 (H): -1.031, atom 11 (H): -0.146, atom 12 (H): 0.680, atom 13 (C): -0.891, atom 14 (C): 0.572, atom 15 (C): 0.315, atom 16 (C): -0.067, atom 17 (N): -0.571, atom 18 (H): 0.491, atom 19 (H): 0.326, atom 20 (H): -0.361, atom 21 (H): -0.654, atom 22 (H): 0.618, atom 23 (H): -0.412, atom 24 (H): 0.492, atom 25 (C): -1.092, atom 26 (C): 0.278, atom 27 (C): -0.196, atom 28 (C): 0.103, atom 29 (N): -0.425, atom 30 (H): -0.040, atom 31 (H): 0.460, atom 32 (H): 0.560, atom 33 (H): -0.422, atom 34 (H): 0.462, atom 35 (H): 0.373, atom 36 (H): 0.091, atom 37 (C): -1.123, atom 38 (C): -0.563, atom 39 (C): -0.062, atom 40 (C): 0.253, atom 41 (N): -0.366, atom 42 (H): 0.415, atom 43 (H): 0.359, atom 44 (H): 0.133, atom 45 (H): 0.306, atom 46 (H): 0.344, atom 47 (H): -0.114, atom 48 (H): 0.487, atom 49 (C): -0.586, atom 50 (C): -0.630, atom 51 (C): -0.572, atom 52 (C): 0.265, atom 53 (N): -0.428, atom 54 (H): -0.029, atom 55 (H): 0.340, atom 56 (H): 0.243, atom 57 (H): 0.307, atom 58 (H): 0.335, atom 59 (H): 0.389, atom 60 (H): 0.250, atom 61 (C): -1.079, atom 62 (C): -0.324, atom 63 (C): -0.350, atom 64 (C): 0.257, atom 65 (N): -0.347, atom 66 (H): 0.314, atom 67 (H): 0.360, atom 68 (H): 0.160, atom 69 (H): 0.197, atom 70 (H): 0.428, atom 71 (H): -0.059, atom 72 (H): 0.426, atom 73 (C): -1.210, atom 74 (C): -0.850, atom 75 (C): 1.645, atom 76 (C): -0.004, atom 77 (N): -0.606, atom 78 (H): 0.325, atom 79 (H): 0.428, atom 80 (H): 0.233, atom 81 (H): 0.250, atom 82 (H): 0.433, atom 83 (H): -0.911, atom 84 (H): 0.228, atom 85 (C): -1.055, atom 86 (C): -0.277, atom 87 (C): -0.582, atom 88 (C): 0.188, atom 89 (N): -0.370, atom 90 (H): 0.343, atom 91 (H): 0.233, atom 92 (H): 0.346, atom 93 (H): 0.092, atom 94 (H): 0.405, atom 95 (H): 0.312, atom 96 (H): 0.444, atom 97 (C): -1.404, atom 98 (C): 0.306, atom 99 (C): 0.503



# C4H7N3S

A single C4H7N3S molecule in a non-equilibrium geometry (wB97M-V/def2-TZVPD, the Open Molecules 2025 dataset).

Positions of all 15 atoms, in Å:
C1 -1.88 -1.32 -0.30
N1 -0.80 -0.40 -0.05
N2 -0.95 0.58 0.90
C2 0.29 1.26 0.95
C3 1.19 0.61 0.15
N3 2.55 0.80 -0.02
C4 0.46 -0.48 -0.48
S1 1.06 -1.65 -1.53
H1 -2.14 -1.96 0.57
H2 -1.56 -1.97 -1.14
H3 -2.76 -0.71 -0.59
H4 -1.79 1.13 0.79
H5 0.46 2.16 1.54
H6 2.90 1.76 -0.09
H7 2.97 0.20 -0.70

For the energy above the lowest of the compared OMol25 structures with the same formula, charge and spin, the calculation gives 36.3 kcal per mole. The spin multiplicity is 1.

How is the electron density shared among the atoms? According to Mulliken, the charges in e are: atom 1 (C): -0.814, atom 2 (N): 0.311, atom 3 (N): -0.465, atom 4 (C): -0.581, atom 5 (C): 0.486, atom 6 (N): -0.518, atom 7 (C): 0.098, atom 8 (S): -0.461, atom 9 (H): 0.296, atom 10 (H): 0.262, atom 11 (H): 0.286, atom 12 (H): 0.257, atom 13 (H): 0.395, atom 14 (H): 0.234, atom 15 (H): 0.215